Formula: C5H13OP
Source: the Open Molecules 2025 dataset
Level of theory: wB97M-V/def2-TZVPD

XYZ file:
```
20
Properties=species:S:1:pos:R:3:nbo_charge:R:1
C 3.10892 0.72260 -0.21631 -0.97
P 1.92512 -0.58220 0.36586 0.90
O 0.60572 0.29300 0.05006 -0.88
C -0.83995 -0.16266 0.04331 0.30
C -1.34677 0.14685 -1.32671 -0.64
C -1.02290 -1.50284 0.67424 -0.67
C -1.49084 0.88393 1.05809 -0.60
H 2.67031 1.67884 0.25496 0.25
H 3.17118 0.78307 -1.33811 0.24
H 4.07613 0.47645 0.28696 0.23
H 1.59230 -1.31440 -0.93654 -0.11
H -1.03991 1.14621 -1.46552 0.22
H -1.01528 -0.48599 -2.14375 0.22
H -2.39767 0.19917 -1.38156 0.21
H -1.97303 -2.11430 0.49783 0.24
H -0.84537 -1.30685 1.76823 0.23
H -0.27039 -2.20112 0.17834 0.23
H -2.44708 0.52598 1.30123 0.20
H -0.85464 0.93900 1.88134 0.21
H -1.60584 1.87526 0.44804 0.20
```

## Properties
Charge ... 0
SMILES string ... CPOC(C)(C)C
Electronic energy ... -16730.695 eV
LUMO ... 0.906 eV
Energy relative to the best compared isomer or geometry (same formula, charge and spin) ... 36.3 kcal per mole
Multiplicity ... 1